(1)
Here is a 3-piece molecular cluster, C4H13NO4 overall at a distorted geometry from OMol25. Energies are from wB97M-V/def2-TZVPD.

Geometry as XYZ:
```
22
Properties=species:S:1:pos:R:3:forces:R:3
C 0.56537 -1.82986 1.46720 0.26 -0.60 -0.02
C 0.56774 -1.03953 0.16067 0.03 -0.91 0.21
O -0.52898 -1.36696 -0.67313 0.30 -0.26 -0.53
C 0.60580 0.46287 0.40981 0.91 0.24 -0.86
C 1.26045 1.30705 -0.66731 0.21 -0.05 -0.61
N 2.49196 0.92248 -1.09399 0.33 -0.23 0.14
O 0.71403 2.29664 -1.12682 0.21 0.20 0.06
H -0.16598 -1.40212 2.14520 -0.01 -0.23 0.37
H 0.39951 -2.89473 1.29507 -0.84 0.10 -0.34
H 1.55537 -1.95242 1.92281 0.01 1.04 0.14
H 1.44127 -1.43803 -0.37288 -0.06 0.53 -0.25
H -1.37718 -1.26370 -0.22012 0.00 0.34 0.39
H -0.38646 0.88000 0.38946 -0.43 -0.15 0.75
H 1.17170 0.68719 1.30809 -0.21 0.08 0.43
H 2.91149 0.06971 -0.77594 -0.04 -0.04 0.13
H 3.04183 1.47623 -1.73014 -0.37 0.14 -0.03
O -1.98541 1.68152 -1.09447 -0.61 0.06 -0.07
H -1.52406 2.52497 -1.16237 0.29 -0.19 -0.01
H -1.53827 1.09086 -1.71355 0.06 0.12 0.15
O -2.80884 -0.29837 0.68027 -0.09 -0.21 0.27
H -2.70995 0.63279 0.43048 0.05 -0.05 -0.35
H -3.70139 -0.54659 0.42167 0.00 0.07 0.02
```
Forces are in eV/Å.

Summary:
HOMO energy in eV: -9.770
Gap between HOMO and LUMO in eV: 10.537
SMILES: C[C@@H](O)CC(N)=O.O.O
E in Eh: -515.94820
ΔE to the lowest compared entry with this formula, charge and spin in kcal per mole: 2.47

=====

(2)
Here is a 2-piece molecular cluster, C4H13NOS overall at a distorted geometry from OMol25. Energies are from wB97M-V/def2-TZVPD.

Geometry as XYZ:
```
20
Properties=species:S:1:pos:R:3:forces:R:3
C 1.39712 1.36338 -1.01435 0.58 0.24 0.01
N 0.11092 1.16544 -0.37221 -0.20 0.07 0.12
C -0.53960 -0.10701 -0.60390 0.07 -1.16 0.20
C -1.94730 -0.11568 -0.00748 0.12 -0.11 -0.23
C 0.32144 -1.19269 0.06942 0.84 0.85 -0.21
S -0.02156 -2.91483 -0.32441 -0.45 -0.18 0.62
H 1.58058 0.70692 -1.87443 -0.15 -0.06 0.11
H 1.50108 2.37940 -1.37801 -0.21 0.25 -0.10
H 2.22886 1.25470 -0.30577 -0.14 -0.28 -0.12
H -0.53133 1.92123 -0.56086 0.07 0.02 -0.08
H -0.57399 -0.40654 -1.65981 -0.07 0.37 -0.28
H -2.03539 0.70747 0.70051 -0.11 -0.12 0.18
H -2.72652 -0.02422 -0.75708 -0.06 0.22 -0.16
H -2.12052 -1.07716 0.47728 -0.07 0.13 0.18
H 1.36810 -1.03087 -0.21028 -0.14 0.09 0.10
H 0.26788 -0.99413 1.13999 -0.08 -0.68 0.05
H -0.13578 -2.75010 -1.63470 0.02 0.10 -0.41
O 0.91555 0.40181 3.00677 0.05 -0.09 0.24
H 0.91721 0.59470 2.06089 -0.32 0.15 0.08
H 0.02325 0.11817 3.24842 0.24 0.18 -0.29
```
Forces are in eV/Å.

Summary:
HOMO energy in eV: -9.078
Gap between HOMO and LUMO in eV: 9.935
SMILES: CN[C@H](C)CS.O
E in Eh: -688.36170
ΔE to the lowest compared entry with this formula, charge and spin in kcal per mole: 16.95

=====

(3)
Here is a 2-piece molecular cluster, C4H13NOS overall at a distorted geometry from OMol25. Energies are from wB97M-V/def2-TZVPD.

Geometry as XYZ:
```
20
Properties=species:S:1:pos:R:3:forces:R:3
C -0.30471 -1.55565 -2.19495 0.47 0.53 -1.45
S -0.14579 0.12208 -2.89494 0.24 -0.01 0.31
C -0.08071 1.22059 -1.40899 0.44 -0.38 -0.83
C 0.38876 0.55010 -0.14507 -0.42 -0.25 0.69
C 0.26127 1.46272 1.07929 0.41 -0.92 0.60
N -1.02244 1.17568 1.72345 -0.13 0.12 -0.44
H -1.25107 -1.63791 -1.70861 -0.31 -0.31 0.79
H 0.59563 -1.83527 -1.65436 -0.32 -0.06 0.37
H -0.34572 -2.18116 -3.09503 0.00 0.04 0.19
H -1.04582 1.70737 -1.33070 -0.12 -0.01 0.38
H 0.67284 1.96708 -1.67426 -0.22 0.11 -0.06
H 1.39187 0.14545 -0.24495 0.39 0.31 -0.24
H -0.20297 -0.32774 0.12553 -0.23 0.02 -0.36
H 1.07600 1.22271 1.77856 0.16 0.16 -0.18
H 0.36644 2.50526 0.81659 -0.20 0.37 -0.09
H -1.14529 1.72559 2.55843 -0.02 0.10 0.18
H -1.00368 0.19589 1.99386 -0.11 0.16 0.14
O 0.37711 -1.85822 2.22277 -0.02 -0.45 0.18
H 1.01814 -1.82996 1.50584 0.03 -0.03 0.00
H 0.40014 -2.77460 2.54752 -0.02 0.50 -0.18
```
Forces are in eV/Å.

Summary:
HOMO energy in eV: -8.331
Gap between HOMO and LUMO in eV: 8.840
SMILES: CSCCCN.O
E in Eh: -688.36363
ΔE to the lowest compared entry with this formula, charge and spin in kcal per mole: 15.74

=====

(4)
Here is a 2-piece molecular cluster, C4H13NOS overall at a distorted geometry from OMol25. Energies are from wB97M-V/def2-TZVPD.

Geometry as XYZ:
```
20
Properties=species:S:1:pos:R:3:forces:R:3
C -1.17989 1.94954 0.13468 4.29 2.20 -3.70
C -0.15270 0.85539 -0.16586 0.26 0.41 0.80
N -0.45968 -0.31688 0.69801 1.17 0.21 2.36
C 0.00208 0.27057 -1.58753 0.25 -0.62 0.46
C 1.34855 -0.38578 -1.80723 1.26 -1.47 1.36
S 2.84377 0.77728 -1.64345 -0.77 -1.79 2.06
H -2.08080 1.77627 -0.23662 -4.25 -1.04 -1.50
H -0.78555 2.85587 -0.49886 -0.87 -1.33 0.93
H -1.25352 2.37231 1.07226 0.28 0.13 2.46
H 0.74975 1.48001 0.05929 0.09 -1.48 0.15
H 0.40997 -0.61561 1.27398 -2.16 0.74 -1.09
H -1.22030 -0.00231 1.36719 1.59 -0.80 -0.76
H -0.71265 -0.54895 -1.71065 -0.29 0.38 -0.04
H -0.05421 0.93428 -2.39300 -0.79 1.60 -1.01
H 1.38494 -1.29279 -1.12352 0.61 1.35 -0.14
H 1.53877 -0.91684 -2.73603 -0.64 0.58 -0.58
H 3.08209 0.32280 -0.31376 -0.03 0.89 -1.69
O -1.15368 -2.87734 3.37702 0.16 1.74 -0.68
H -1.22634 -3.70235 3.82687 -0.03 -1.06 -0.24
H -1.08061 -2.93548 2.40721 -0.12 -0.62 0.85
```
Forces are in eV/Å.

Summary:
HOMO energy in eV: -9.042
Gap between HOMO and LUMO in eV: 9.761
SMILES: C[C@@H](N)CCS.O
E in Eh: -688.31990
ΔE to the lowest compared entry with this formula, charge and spin in kcal per mole: 43.18

=====

(5)
Here is a 2-piece molecular cluster, C4H13NS overall at a distorted geometry from OMol25. Energies are from wB97M-V/def2-TZVPD.

Geometry as XYZ:
```
19
Properties=species:S:1:pos:R:3:forces:R:3
C 0.41204 4.13778 0.90973 -0.58 -2.73 -5.38
C -0.63277 4.51707 1.79559 -2.31 1.12 0.15
N 0.03320 4.79802 3.00528 -0.62 4.81 1.20
H 1.20727 4.82396 0.94451 0.93 0.89 -0.45
H -0.03117 3.90023 -0.18039 1.10 1.11 1.87
H 0.77106 3.16115 1.10936 0.78 -0.99 0.76
H -1.41321 3.77029 1.89284 -0.30 -0.36 -0.09
H -1.13617 5.40704 1.31895 0.40 -0.45 1.14
H -0.34769 5.57620 3.56292 0.11 -0.48 -0.69
H 0.23302 4.13401 3.65523 0.47 -2.92 1.48
C -0.96358 -4.21841 -1.76921 -1.04 0.54 -0.51
S 0.82328 -3.88348 -1.44475 -0.62 -2.27 -0.39
C 1.28940 -5.55914 -2.18005 -2.06 0.03 -0.06
H -1.35888 -5.26626 -1.63344 1.17 0.75 -0.40
H -1.63769 -3.68712 -1.07142 0.68 0.32 -0.33
H -1.15073 -3.82930 -2.81671 -0.12 -0.74 1.21
H 2.33235 -5.71904 -2.32172 0.77 0.12 0.11
H 0.76024 -5.65979 -3.14418 0.54 0.49 0.07
H 0.81003 -6.40320 -1.63256 0.68 0.77 0.31
```
Forces are in eV/Å.

Summary:
HOMO energy in eV: -8.624
Gap between HOMO and LUMO in eV: 9.555
SMILES: CCN.CSC
E in Eh: -613.07047
ΔE to the lowest compared entry with this formula, charge and spin in kcal per mole: 36.74

=====

(6)
Here is a 3-piece molecular cluster, C4H13O3 overall at a distorted geometry from OMol25. Energies are from wB97M-V/def2-TZVPD.

Geometry as XYZ:
```
20
Properties=species:S:1:pos:R:3:forces:R:3
C 0.81810 1.27731 0.79125 0.36 -0.10 -2.21
O 1.56192 1.24075 -0.41914 -0.51 0.03 -0.11
C -0.70677 1.31975 0.46270 0.10 0.29 2.72
C -1.28898 0.14185 -0.29745 0.10 1.09 -0.85
C -2.78640 -0.05178 -0.02677 1.12 -0.32 0.46
H 1.11550 0.36614 1.28033 -0.25 -0.38 1.12
H 1.18736 2.18394 1.29210 -0.62 -0.20 0.63
H -0.87575 2.32551 0.09843 -0.21 0.02 -1.19
H -1.35551 1.39272 1.37810 0.88 -0.21 0.13
H -0.75070 -0.77396 -0.09509 0.34 -0.16 0.09
H -1.12574 0.41198 -1.34560 -0.12 -0.61 -0.14
H -3.13602 -0.81647 -0.72899 -0.61 0.51 0.08
H -3.23863 0.93536 -0.04356 -0.63 -0.12 -0.55
H -2.93720 -0.42088 0.99909 0.06 -0.05 -0.22
H 2.41270 -2.34559 -0.28929 -0.51 0.41 -0.22
H 0.91922 -2.82168 -0.26023 0.32 0.19 -0.06
O 1.81890 -3.14164 -0.14045 0.05 -0.57 0.22
H 2.10799 0.28680 -0.51528 0.03 0.50 -0.05
H 3.36436 -0.71005 -1.49180 -0.25 -0.02 0.39
O 2.89565 -0.80005 -0.64836 0.36 -0.30 -0.23
```
Forces are in eV/Å.

Summary:
HOMO energy in eV: -4.358
Gap between HOMO and LUMO in eV: 8.036
Net charge: -1
E in Eh: -385.93340
ΔE to the lowest compared entry with this formula, charge and spin in kcal per mole: 10.08